Record 1
DFT (ωB97M-V/def2-TZVPD) results for a molecular structure, C36H26IMnP2S5 at a distorted geometry.

Properties
Expectation value of S²: 0.943
Spin multiplicity: 2
Kohn-Sham gap (spin up / spin down), eV: 6.16 / 5.80
Energy relative to the best compared isomer or geometry (same formula, charge and spin), kcal/mol: 12.22
Total charge: +1
HOMO (spin up / spin down), eV: -10.4 / -10.1

XYZ file:
```
71
Properties=species:S:1:pos:R:3:forces:R:3:mulliken_charge:R:1
I -4.7341 1.4389 -1.6061 0.3926 -0.1241 -0.5357 0.325
Mn -3.0694 -0.0192 -0.1053 0.7663 0.1922 0.9019 -1.135
S -4.9505 -3.0688 0.7423 0.3582 0.2810 -0.0796 -0.084
S -2.0094 1.9841 0.6131 -0.1162 -0.0437 -0.3630 -0.653
S -2.0125 -1.1946 1.6159 -0.0700 -0.2758 0.4968 -0.866
S -4.2980 -1.7780 -0.9232 -0.4638 -0.7143 -0.4574 0.051
S -5.1081 -0.0073 1.5225 0.1985 0.0537 -0.1875 -0.099
P -0.0650 -1.3399 1.1103 0.2548 0.3875 -0.6158 1.241
P -0.0152 1.5476 0.4339 0.0537 -0.5026 -0.2992 2.558
C -4.8642 -1.3576 0.6762 -0.5287 0.0398 0.2045 0.620
C -0.3920 -5.3089 0.2786 0.0191 0.0064 -0.0033 -0.757
C 0.6430 2.7716 -0.7375 -0.0219 -0.0581 0.0783 0.207
C 2.1653 1.9169 2.0844 -0.0374 -0.2016 0.1236 -0.469
C -1.8238 -0.0233 -1.5737 -0.0301 0.0531 0.0153 -0.129
C 1.0080 -1.4825 2.5559 -0.1637 0.1644 -0.1021 0.580
C 0.1774 -2.9737 0.3492 -0.0199 0.0281 0.0019 0.454
C -3.4407 0.9808 -3.2151 -0.3851 0.1331 0.4458 0.126
C 0.6159 -5.5223 -0.6511 -0.0079 -0.0686 -0.0045 -0.568
C -2.1953 0.3837 -2.9124 -0.0682 0.0488 -0.2724 0.740
C 0.5780 3.7126 -2.9545 -0.0650 -0.0755 -0.0574 -0.872
C -1.3175 0.2288 -4.0267 -0.0501 0.0302 0.2151 1.610
C -0.6149 -4.0357 0.7796 0.0544 -0.0040 -0.1054 -0.785
C 1.9675 4.7078 -1.2702 0.0247 0.0539 -0.0054 -0.773
C -1.7396 0.5539 -5.3182 -0.0436 -0.0210 -0.1173 -1.018
C 2.7837 2.2621 3.2724 0.1557 -0.0748 -0.0287 -0.875
C 1.5479 3.7559 -0.3513 -0.0199 -0.0400 -0.0784 -0.711
C 1.4890 4.6866 -2.5702 0.0264 0.0190 0.0273 -0.714
C -3.8458 1.3287 -4.4773 -0.0894 0.0759 0.0672 -0.748
C 0.3528 -0.1170 -0.1149 -0.6941 0.1333 1.0294 -0.542
C 0.0078 2.2445 3.1232 0.0339 -0.0368 -0.0275 -0.518
C 2.3803 -1.5872 2.3390 -0.0405 0.0759 0.0073 -0.365
C 2.6977 -2.0101 4.6803 -0.0222 0.0086 0.0818 -0.554
C 0.0525 -0.1631 -3.8110 0.1624 -0.0992 -0.0452 -1.734
C -2.9886 1.0830 -5.5507 0.0942 -0.0354 0.0757 -0.628
C 3.2228 -1.8436 3.4059 0.0821 0.0594 -0.0754 -0.827
C 2.0211 2.5912 4.3848 -0.0359 0.0148 0.0699 -0.624
C 0.1472 2.7692 -2.0393 0.0811 0.0476 0.1041 -0.419
C 0.6370 2.5767 4.3127 -0.0036 0.0131 0.0557 -0.788
C -0.4162 -0.5268 -1.4053 0.3031 0.5193 -0.1542 1.922
C 0.7730 1.9110 2.0117 -0.0525 -0.1729 -0.1246 0.035
C 1.4054 -4.4657 -1.0812 0.0796 0.0398 -0.0241 -0.951
C 0.4771 -1.6716 3.8251 -0.0097 0.0983 -0.0088 -0.476
C 1.1956 -3.1920 -0.5765 -0.0333 -0.0428 0.0548 0.306
C 1.3294 -1.9318 4.8890 -0.0201 -0.0177 0.0248 -0.702
C 0.4927 -0.4317 -2.5847 -0.0889 -0.1969 -0.1205 -1.286
H 0.7914 -6.5173 -1.0384 -0.0135 0.0042 -0.0150 0.423
H 2.7734 -1.4701 1.3362 0.0606 0.0380 0.0279 0.396
H 0.9203 -2.0812 5.8794 0.0118 0.0180 0.0009 0.447
H 2.5105 2.8644 5.3107 0.0010 -0.0153 -0.0024 0.428
H -1.0543 0.3975 -6.1413 0.0111 0.0146 0.0056 0.463
H 4.2910 -1.9110 3.2450 -0.0128 -0.0181 0.0017 0.440
H 1.5363 -0.6436 -2.3948 -0.0069 -0.0160 -0.0139 0.478
H -0.5788 -1.6200 -1.3016 -0.1520 0.0495 -0.1278 0.713
H -4.8060 1.7987 -4.6374 -0.0084 -0.0361 -0.0290 0.463
H -1.0063 -6.1338 0.6143 0.0136 -0.0100 0.0044 0.454
H -0.5987 2.0418 -2.3234 0.0311 0.1412 -0.0370 0.664
H 2.7483 1.6525 1.2106 0.0568 -0.0303 0.0466 0.591
H -3.3021 1.3382 -6.5539 0.0120 -0.0054 -0.0128 0.433
H 1.8127 5.4384 -3.2776 0.0140 -0.0161 -0.0153 0.398
H 2.6668 5.4742 -0.9632 -0.0056 0.0022 0.0061 0.446
H 2.1898 -4.6341 -1.8073 0.0035 -0.0091 0.0040 0.453
H 0.1923 3.6928 -3.9661 -0.0079 0.0274 -0.0038 0.479
H 0.0403 2.8303 5.1790 0.0279 0.0122 0.0075 0.444
H -0.5938 -1.6212 3.9788 0.0096 0.0498 0.0105 0.401
H -1.4025 -3.8624 1.5010 -0.0309 0.0045 -0.0025 0.405
H 3.3585 -2.2050 5.5149 0.0001 -0.0195 -0.0141 0.421
H -1.0713 2.2483 3.0487 0.0138 -0.0267 0.0284 0.365
H 0.7224 -0.1620 -4.6618 -0.0018 0.0171 0.0003 0.407
H 1.9181 3.7919 0.6628 -0.0099 0.0932 -0.0602 0.395
H 3.8641 2.2699 3.3348 -0.0039 0.0077 -0.0018 0.471
H 1.8104 -2.3598 -0.8989 0.0278 -0.0487 0.0041 0.417
```
Forces are in eV/Å.


Record 2
DFT (ωB97M-V/def2-TZVPD) results for a molecular structure, C10H18Al2NO3P at a distorted geometry.

Properties
Kohn-Sham gap, eV: 3.48
Total charge: +2
HOMO, eV: -14.5

XYZ file:
```
35
Properties=species:S:1:pos:R:3:forces:R:3:mulliken_charge:R:1
P -2.2147 2.0898 1.8827 -0.1140 1.4814 5.0461 0.827
Al -1.0307 1.5565 -0.1040 0.2492 -0.2270 -2.3975 0.373
Al 4.5339 -3.6881 -2.2337 0.9621 0.0358 -0.6313 0.755
O -1.3078 2.9647 2.7937 -1.8947 -1.6120 -2.6627 -0.522
O -3.7291 2.7917 1.5761 2.8588 -1.0151 0.5230 -0.463
O -2.3886 0.5833 2.7039 0.2747 2.2992 -1.6798 -0.479
N -0.2349 3.0844 -0.9334 -2.7047 0.4651 2.3985 -0.231
C 1.8410 -3.3328 -1.0157 -4.1564 3.0087 1.5480 -0.255
C -0.9362 -2.0036 -0.2990 3.1417 -2.1841 -0.8341 -0.320
C 0.6786 -5.6733 -1.6981 -0.1962 0.4302 0.6176 -1.097
C 1.7400 -1.8865 -0.4845 -1.6188 -1.9767 -1.0813 -0.337
C 1.2039 4.3440 0.8128 0.3184 -0.1506 0.3883 -0.804
C 0.4816 0.2893 0.4675 1.9923 -2.7345 0.2609 -0.282
C -0.8385 -3.4752 -0.8442 2.5530 1.4805 0.5117 -0.637
C 0.3710 -1.1805 -0.1070 0.2458 -2.1001 -0.7848 0.261
C -0.1719 4.2823 -0.0519 1.7555 1.9647 -1.5722 -0.209
C 0.5204 -4.1650 -1.1842 0.6584 2.3588 0.6837 0.718
H 1.8947 3.4603 0.5408 -1.1438 1.4215 0.3694 0.213
H 1.7613 5.3214 0.5839 -0.9120 -1.5434 0.1882 0.321
H 1.0135 4.3232 1.9373 0.0549 -0.1089 -1.5928 0.253
H -1.6203 0.5582 3.3273 -0.7752 0.1730 -0.3675 0.370
H 2.8828 -3.7429 -1.2524 -2.3396 0.2050 0.9776 0.115
H -0.1329 5.2005 -0.7573 -0.2581 -1.4278 1.2530 0.414
H -1.7779 -4.1258 -1.0018 1.6226 1.3923 0.3626 0.318
H -2.0737 0.9425 -1.1219 0.1889 -0.1213 -0.0109 -0.276
H 0.5164 0.2608 1.6144 -0.3815 0.3006 -1.4998 0.401
H -1.0995 4.4436 0.6090 1.2235 -0.6327 -0.5731 0.083
H -1.9505 -1.5448 -0.0419 1.6384 -0.7945 -0.5230 0.267
H -0.3093 -6.0179 -2.1547 1.5457 0.4003 0.4768 0.346
H -3.6330 3.7516 1.8182 -0.1898 -0.9363 -0.0981 0.381
H 1.5644 -5.7934 -2.4337 -1.6422 0.4161 0.9946 0.288
H 1.4652 0.7426 0.0706 -1.5247 -0.6287 0.7712 0.302
H 0.9322 -6.3855 -0.8196 -0.5646 1.3186 -1.2271 0.305
H -0.6639 3.3174 -1.8474 0.8389 -0.1026 0.3307 0.372
H 2.7131 -1.2926 -0.3518 -1.7065 -0.8555 -0.1658 0.227
```
Forces are in eV/Å.